[1]
C47H70BrN2O2PtSSi3Te as an isolated structure, computed with wB97M-V/def2-TZVPD.

```
128
Properties=species:S:1:pos:R:3
Pt 1.3985 0.6046 -1.0606
S 5.7916 2.1668 -1.2367
C 6.0079 0.4440 -1.1341
C 7.1876 -0.3005 -1.1168
C 7.0803 -1.6760 -1.0253
C 5.8281 -2.3014 -0.9472
C 4.6594 -1.5649 -0.9680
C 4.7626 -0.1787 -1.0663
N 3.6958 0.7138 -1.1000
C 4.0742 1.9502 -1.1882
C 3.0543 2.9908 -1.3057
C 3.3589 4.3400 -1.4679
C 2.3486 5.2492 -1.7337
C 1.0413 4.7894 -1.8642
C 0.7361 3.4461 -1.6695
C 1.7294 2.5302 -1.3498
H 8.1561 0.1820 -1.1734
H 7.9803 -2.2784 -1.0223
H 5.7787 -3.3812 -0.8652
H 3.6789 -2.0304 -0.9165
H 4.3919 4.6727 -1.4141
H 2.5765 6.3003 -1.8594
H 0.2471 5.4835 -2.1143
H -0.2904 3.1160 -1.7668
C 0.5134 4.8355 3.7947
Si 0.1917 3.3336 2.7546
C -0.6125 3.8066 1.1611
C -0.9912 2.2138 3.6489
C 1.9001 2.6106 2.4028
Te 2.1495 0.6122 1.6593
C 1.3758 -0.2769 3.4606
Si 2.7792 -0.8700 4.5767
C 2.0411 -1.5669 6.1306
C 3.9098 0.5518 4.9667
C 3.7281 -2.2015 3.6870
H -0.4237 5.3532 4.0324
H 1.1635 5.5453 3.2707
H 0.9975 4.5701 4.7409
H -1.6240 4.1873 1.3418
H -0.6791 2.9377 0.4960
H -0.0431 4.5855 0.6473
H -1.9292 2.7678 3.7796
H -0.6476 1.9199 4.6457
H -1.2135 1.3072 3.0733
H 2.5066 2.6166 3.3141
H 2.4004 3.2577 1.6729
H 0.7087 -1.0978 3.1821
H 0.7895 0.4902 3.9610
H 1.4591 -0.8132 6.6734
H 2.8309 -1.9254 6.8021
H 1.3795 -2.4127 5.9103
H 3.3979 1.3536 5.5120
H 4.3406 0.9735 4.0536
H 4.7377 0.2009 5.5925
H 3.0948 -3.0934 3.5615
H 4.6191 -2.4994 4.2506
H 4.0532 -1.8774 2.6934
C -3.6150 -2.2430 -0.4479
C -4.0139 -0.8220 -0.0250
C -5.5161 -0.8268 0.3301
C -3.1957 -0.4904 1.2382
Si -3.6924 0.4078 -1.4323
Br -1.3652 0.5255 -1.4792
C -4.2590 2.1877 -1.0919
C -4.2425 2.5160 0.4094
C -3.3526 3.2267 -1.7793
C -5.7084 2.3630 -1.5969
C -4.0902 -0.2234 -3.1850
C -5.5747 -0.6346 -3.2696
C -3.8095 0.8814 -4.2196
C -3.2351 -1.4280 -3.6039
H -3.7306 -2.9094 0.4151
H -2.5706 -2.2931 -0.7753
H -4.2572 -2.6302 -1.2413
H -5.6887 -1.5402 1.1443
H -6.1420 -1.1339 -0.5120
H -5.8720 0.1475 0.6705
H -3.4322 -1.2386 2.0062
H -3.4250 0.4878 1.6558
H -2.1196 -0.5328 1.0459
H -3.2366 2.4447 0.8265
H -4.9093 1.8803 0.9938
H -4.5847 3.5505 0.5399
H -2.3886 3.2959 -1.2729
H -3.8379 4.2092 -1.7139
H -3.1646 3.0187 -2.8339
H -6.3952 1.6272 -1.1633
H -5.7888 2.2977 -2.6827
H -6.0652 3.3566 -1.3040
H -6.2551 0.1938 -3.0624
H -5.8158 -1.4483 -2.5804
H -5.7901 -0.9910 -4.2834
H -4.4119 1.7759 -4.0648
H -4.0509 0.4953 -5.2169
H -2.7551 1.1716 -4.2223
H -3.4811 -2.3328 -3.0486
H -2.1693 -1.2256 -3.4926
H -3.4283 -1.6310 -4.6659
C -0.8169 -2.5978 2.8455
O -0.6710 -3.3378 1.6303
C 0.5868 -3.6383 1.2050
C 1.6728 -3.8812 2.0347
C 2.8918 -4.2517 1.4827
C 3.0345 -4.3735 0.1069
C 1.9427 -4.1535 -0.7190
C 0.7242 -3.7959 -0.1707
N -0.4736 -3.7203 -0.9548
C -0.5957 -3.5075 -2.2405
C 0.2833 -2.8412 -3.0951
C 0.1175 -3.0664 -4.4959
C 0.8981 -2.4424 -5.4120
C 1.8709 -1.5178 -4.9444
C 2.0174 -1.2337 -3.6144
C 1.2110 -1.8677 -2.6165
O 1.2317 -1.5938 -1.3617
H -0.2001 -2.9937 3.6465
H -1.8575 -2.6825 3.1382
H -0.5708 -1.5499 2.6739
H 1.5697 -3.8084 3.1085
H 3.7312 -4.4533 2.1363
H 3.9845 -4.6617 -0.3246
H 2.0315 -4.2823 -1.7912
H -1.3133 -3.9827 -0.4544
H -1.5109 -3.9056 -2.6720
H -0.6372 -3.7782 -4.8176
H 0.7972 -2.6531 -6.4676
H 2.5141 -1.0192 -5.6606
H 2.7956 -0.5593 -3.2881
```

Output
Orbital gap   0.231 Eh
2S+1   1
E_HOMO   -9.4237 eV
Net charge   +1

Mulliken population analysis, charges in e, atoms 1 to 4:
1 Pt 1.963
2 S -0.417
3 C 0.794
4 C -0.671

***

[2]
C47H78Cl3IrP2Si as an isolated structure, computed with wB97M-V/def2-TZVPD.

```
132
Properties=species:S:1:pos:R:3
Ir 0.0296 0.8427 -0.5437
C -5.4105 -3.3180 -1.9689
C -4.9424 -2.3338 -0.8831
C -5.8813 -1.1328 -0.7897
C -3.5256 -1.9764 -1.2070
C -3.2003 -1.1975 -2.3174
C -1.8950 -1.0327 -2.7675
C -1.7252 -0.4756 -4.1645
C -2.8944 0.4054 -4.6190
C -1.5860 -1.5646 -5.2457
C -0.7918 -1.5470 -1.9957
C -1.1390 -2.3920 -0.8912
C -2.4682 -2.5306 -0.5012
C -0.2085 -3.3196 -0.1474
C 1.2279 -2.8533 -0.0727
C -0.2909 -4.7478 -0.7019
C 0.4911 -1.8489 -2.7210
C 0.3672 -3.0541 -3.4359
C 1.3709 -3.5407 -4.2496
C 2.5418 -2.8166 -4.3855
C 2.6972 -1.6354 -3.6779
C 1.7098 -1.1476 -2.8174
P 2.1152 0.3896 -1.8771
C 3.7490 0.1667 -0.8606
C 4.0868 1.5535 -0.3089
C 4.9139 -0.4378 -1.6355
C 3.5029 -0.7541 0.3295
C 2.4383 1.7328 -3.2220
C 2.1061 3.0819 -2.5803
C 1.4516 1.4639 -4.3533
C 3.8449 1.8096 -3.8065
H -6.4094 -3.6699 -1.7293
H -4.7365 -4.1703 -2.0273
H -5.4457 -2.8412 -2.9457
H -4.9576 -2.8694 0.0740
H -6.0360 -0.6592 -1.7554
H -5.4944 -0.3868 -0.0988
H -6.8542 -1.4595 -0.4325
H -4.0084 -0.7936 -2.9004
H -0.8000 0.1013 -4.1890
H -3.7278 -0.2025 -4.9697
H -2.5693 1.0053 -5.4676
H -3.2411 1.0768 -3.8406
H -2.3599 -2.3191 -5.1280
H -0.6069 -2.0306 -5.2276
H -1.7073 -1.1114 -6.2267
H -2.6878 -3.1651 0.3468
H -0.5982 -3.3699 0.8766
H 1.7778 -3.1164 -0.9697
H 1.7284 -3.3256 0.7684
H 1.2253 -1.7692 0.0569
H 0.1563 -4.8137 -1.6885
H -1.3191 -5.0888 -0.7593
H 0.2565 -5.4168 -0.0455
H -0.5642 -3.5967 -3.3656
H 1.2158 -4.4638 -4.7876
H 3.3243 -3.1811 -5.0320
H 3.6130 -1.0824 -3.8056
H 4.5467 2.2022 -1.0468
H 4.8004 1.4502 0.5050
H 3.1961 2.0392 0.0938
H 5.1754 0.1043 -2.5335
H 4.7178 -1.4760 -1.8860
H 5.7938 -0.4259 -0.9930
H 2.6346 -0.4336 0.9024
H 4.3707 -0.7193 0.9835
H 3.3896 -1.7803 0.0061
H 1.1032 3.0828 -2.1549
H 2.1423 3.8505 -3.3483
H 2.8149 3.3616 -1.8071
H 0.4385 1.4348 -3.9617
H 1.6744 0.5374 -4.8783
H 1.4979 2.2734 -5.0785
H 4.5926 2.0665 -3.0652
H 3.8547 2.6084 -4.5470
H 4.1435 0.9054 -4.3246
Cl -1.4923 3.0750 -3.2699
Si -1.6955 2.4613 -1.3171
Cl -3.5714 1.5878 -1.1617
Cl -2.0438 4.2570 -0.3565
C 1.7260 -1.4777 5.6984
C 1.1490 -2.3118 4.5655
C 0.3432 -1.4668 3.5577
C 0.8497 -0.0234 3.5318
C 2.3689 -0.0270 3.7271
C 2.6800 -0.4027 5.1799
P 0.2079 1.0096 2.0857
C 0.9876 2.6712 2.4975
C 0.5551 3.7234 1.4825
C 0.9681 5.1420 1.8994
C 2.1167 5.1468 2.8964
C 1.7673 4.3780 4.1672
C 0.7798 3.2354 3.9058
C -1.6375 1.0849 2.4291
C -2.2972 -0.1356 1.7549
C -3.5674 -0.5792 2.4929
C -4.3653 0.6255 2.9702
C -3.5689 1.4613 3.9724
C -2.0678 1.1741 3.8958
H 2.2385 -2.1315 6.4076
H 0.9140 -1.0158 6.2704
H 0.5167 -3.1032 4.9690
H 1.9766 -2.7939 4.0447
H -0.7091 -1.4857 3.8428
H 0.4267 -1.9181 2.5673
H 0.4209 0.4977 4.3947
H 2.8206 0.9387 3.5095
H 2.8178 -0.7666 3.0639
H 2.6287 0.4772 5.8246
H 3.7120 -0.7584 5.2406
H 2.0632 2.4918 2.3701
H -0.5276 3.6973 1.3791
H 0.9736 3.4742 0.4986
H 0.1178 5.6457 2.3670
H 1.2238 5.7249 1.0140
H 2.4002 6.1705 3.1444
H 2.9933 4.6952 2.4175
H 1.3270 5.0594 4.8990
H 2.6838 3.9977 4.6234
H -0.2374 3.6253 3.9760
H 0.9094 2.4815 4.6801
H -1.9804 1.9982 1.9290
H -1.6022 -0.9770 1.7168
H -2.5566 0.1163 0.7242
H -3.3044 -1.1984 3.3512
H -4.1763 -1.1943 1.8309
H -5.3035 0.2992 3.4232
H -4.6396 1.2313 2.1036
H -3.9013 1.2473 4.9926
H -3.7628 2.5227 3.8032
H -1.8604 0.2328 4.4046
H -1.5438 1.9637 4.4306
```

Output
Orbital gap (alpha / beta)   0.223 / 0.185 Eh
2S+1   2
E_HOMO (alpha / beta)   -17.0357 / -16.9559 eV
Net charge   +3
<S²>   1.069

Mulliken population analysis, charges in e, atoms 1 to 4:
1 Ir 2.939
2 C -1.518
3 C -0.750
4 C -1.313

***

[3]
A 4-piece molecular cluster, C47H80F8N4O7 overall, computed with wB97M-V/def2-TZVPD.

```
146
Properties=species:S:1:pos:R:3
C 6.7964 2.1160 0.1200
O 5.8831 3.2188 0.0322
C 5.2531 3.2590 -1.2541
C 4.5697 4.6863 -1.4457
C 3.1730 4.5335 -2.1750
C 2.1482 5.6871 -1.7919
C 1.1073 5.1805 -0.7181
C -0.3923 5.4620 -1.0828
N -1.3710 5.1471 -0.0134
C -1.0446 4.3797 1.0868
C -1.9813 4.1004 2.1587
C -3.3355 4.6275 2.0523
C -4.4511 4.3737 3.0895
O -4.5364 3.3199 3.6453
O -5.4271 5.3414 3.3866
C -3.6549 5.4218 0.8769
C -2.6524 5.6620 -0.1643
C -3.1217 6.5017 -1.3788
C -4.1482 5.7652 -2.3463
O -4.7039 4.5575 -1.8302
C -6.0206 4.7231 -1.3036
C -7.1275 4.0223 -2.1928
F -8.0366 5.0422 -2.5180
F -6.6385 3.5973 -3.4104
C -7.9691 2.9324 -1.4427
F -9.0659 2.5264 -2.1475
F -8.4726 3.5641 -0.2975
C -7.1710 1.6735 -0.9280
F -6.3805 1.9211 0.1761
F -8.1312 0.7636 -0.4990
C -6.3172 0.9078 -2.0014
F -7.0869 0.6854 -3.1233
F -5.1017 1.5044 -2.2709
H 7.4969 2.1036 -0.7516
H 7.3913 2.2703 1.0638
H 6.2728 1.1290 0.2512
H 6.0232 3.0865 -2.0631
H 4.5021 2.4186 -1.2820
H 5.3105 5.2761 -2.0508
H 4.4906 5.1203 -0.4160
H 2.7897 3.5123 -1.9048
H 3.3335 4.5203 -3.2848
H 1.6737 6.1595 -2.6937
H 2.7625 6.4902 -1.2969
H 1.3381 5.6496 0.2830
H 1.2347 4.0737 -0.5875
H -0.6067 4.9608 -2.0610
H -0.4676 6.5716 -1.2630
H -0.0334 3.9275 1.2146
H -1.6686 3.4624 3.0212
H -6.2123 5.0289 2.8891
H -4.6918 5.8057 0.7716
H -2.3077 6.9235 -2.0108
H -3.6666 7.3909 -0.9484
H -4.9205 6.5309 -2.6411
H -3.6342 5.4913 -3.3115
H -5.9960 4.3114 -0.2536
H -6.3052 5.8072 -1.1775
H -6.0887 -0.1068 -1.5698
C 8.0158 -3.6050 -2.5065
C 8.5639 -2.1955 -2.1563
C 10.0700 -2.1103 -2.4718
C 10.9726 -2.7800 -1.4397
C 10.6244 -2.3178 -0.0289
C 9.1377 -2.5123 0.3008
N 8.2468 -1.8953 -0.7279
O 8.2886 -0.5803 -0.5658
C 8.8467 -4.0211 0.4426
C 8.8606 -1.9571 1.7101
C 7.8387 -1.2503 -3.1353
H 7.2074 -3.8990 -1.8336
H 7.5937 -3.6397 -3.5122
H 8.7886 -4.3748 -2.4739
H 10.3687 -1.0583 -2.5437
H 10.2666 -2.5487 -3.4545
H 10.8987 -3.8688 -1.5166
H 12.0152 -2.5325 -1.6554
H 11.2426 -2.8600 0.6917
H 10.8977 -1.2612 0.0742
H 7.7877 -4.1991 0.6266
H 9.4000 -4.4460 1.2817
H 9.1391 -4.6099 -0.4257
H 9.1274 -0.9036 1.8084
H 9.4444 -2.4982 2.4570
H 7.8052 -2.0700 1.9745
H 6.7608 -1.2384 -2.9516
H 7.9969 -1.5777 -4.1658
H 8.2100 -0.2264 -3.0797
C 8.2484 -6.6483 6.9231
C 8.3601 -5.2816 6.1952
C 7.3372 -4.2814 6.7686
C 5.9058 -4.4888 6.2800
C 5.8592 -4.5959 4.7593
C 6.8098 -5.6737 4.2193
N 8.2023 -5.5023 4.7267
O 8.7396 -4.4680 4.0943
C 6.2576 -7.0655 4.5959
C 6.7554 -5.6657 2.6815
C 9.7635 -4.7641 6.5693
H 8.4835 -7.4787 6.2542
H 8.9520 -6.7263 7.7531
H 7.2569 -6.8172 7.3473
H 7.6359 -3.2610 6.5025
H 7.3505 -4.3255 7.8613
H 5.4696 -5.3797 6.7418
H 5.2869 -3.6477 6.6036
H 4.8335 -4.8068 4.4429
H 6.1130 -3.6201 4.3285
H 6.9359 -7.8586 4.2711
H 5.2945 -7.2403 4.1131
H 6.0775 -7.1948 5.6615
H 7.0135 -4.6991 2.2571
H 5.7482 -5.9000 2.3291
H 7.4312 -6.4162 2.2621
H 10.5464 -5.4137 6.1697
H 9.8791 -4.7335 7.6556
H 9.9427 -3.7488 6.2144
C -14.6998 -0.2549 -1.5298
C -14.3034 -1.0105 -2.8268
C -13.3847 -2.2028 -2.4954
C -11.9348 -1.8239 -2.2055
C -11.3789 -0.9184 -3.2998
C -12.2568 0.3186 -3.5378
N -13.6839 -0.0418 -3.7798
O -13.7717 -0.5521 -5.0002
C -12.1295 1.2663 -2.3263
C -11.6649 1.1363 -4.7007
C -15.6322 -1.5904 -3.3514
H -14.8304 0.8137 -1.7129
H -15.6512 -0.6066 -1.1282
H -13.9667 -0.3809 -0.7307
H -13.3838 -2.9071 -3.3349
H -13.7872 -2.7523 -1.6397
H -11.8545 -1.3392 -1.2275
H -11.3285 -2.7315 -2.1429
H -10.3622 -0.6124 -3.0342
H -11.2870 -1.4982 -4.2253
H -12.7809 2.1373 -2.4369
H -11.1075 1.6340 -2.2297
H -12.3601 0.7959 -1.3718
H -11.5805 0.5593 -5.6223
H -10.6574 1.4797 -4.4539
H -12.2729 2.0217 -4.9051
H -16.3283 -0.7966 -3.6339
H -16.1131 -2.1952 -2.5785
H -15.4911 -2.2475 -4.2098
```

Output
Orbital gap (alpha / beta)   0.184 / 0.210 Eh
2S+1   4
E_HOMO (alpha / beta)   -9.7854 / -10.4848 eV
Net charge   +1
<S²>   3.763

Mulliken population analysis, charges in e, atoms 1 to 4:
1 C -0.659
2 O -0.366
3 C -0.419
4 C -0.580